# C23H56CuF6NO25S9

A molecular structure, C23H56CuF6NO25S9 in a non-equilibrium geometry (the ωB97M-V functional and the def2-TZVPD basis, the OMol25 dataset).

Geometry (Å):
Cu (-0.14, 13.44, -16.19)
C (2.90, 11.69, -18.62)
F (3.76, 12.71, -18.47)
F (1.81, 12.12, -19.29)
F (3.48, 10.74, -19.41)
S (2.23, 11.02, -16.91)
O (0.98, 10.33, -17.14)
O (3.27, 10.21, -16.41)
N (1.81, 12.57, -16.15)
S (3.06, 12.89, -15.26)
O (4.37, 12.48, -15.74)
O (3.02, 14.32, -14.97)
C (2.70, 12.06, -13.50)
F (1.42, 11.72, -13.41)
F (3.39, 11.00, -13.45)
F (2.96, 12.96, -12.48)
O (0.42, 14.41, -24.15)
S (0.61, 14.07, -22.72)
O (0.89, 12.73, -22.26)
O (1.82, 15.06, -21.98)
C (2.47, 14.56, -20.85)
C (3.46, 15.67, -20.52)
C (-0.83, 14.75, -21.71)
H (3.01, 13.64, -21.04)
H (1.77, 14.40, -20.02)
H (3.91, 15.50, -19.54)
H (3.08, 16.69, -20.56)
H (4.14, 15.92, -21.34)
H (-0.65, 14.12, -20.84)
H (-1.82, 14.77, -22.16)
H (-0.50, 15.72, -21.32)
O (1.67, 19.69, -14.77)
S (3.13, 19.33, -15.08)
O (3.72, 20.11, -16.14)
O (4.00, 19.56, -13.71)
C (3.47, 19.30, -12.44)
C (3.03, 20.53, -11.60)
C (3.34, 17.52, -15.22)
H (4.19, 18.69, -11.90)
H (2.71, 18.52, -12.50)
H (3.81, 21.09, -11.09)
H (2.18, 20.26, -10.98)
H (2.50, 21.19, -12.30)
H (2.90, 17.10, -16.13)
H (2.72, 17.22, -14.37)
H (4.38, 17.22, -15.13)
O (0.17, 14.29, -14.25)
S (0.25, 15.13, -13.06)
O (1.51, 15.79, -12.76)
O (-1.04, 16.22, -12.94)
C (-0.75, 17.47, -13.50)
C (-1.65, 18.41, -12.72)
C (-0.22, 14.14, -11.57)
H (-0.96, 17.63, -14.56)
H (0.29, 17.76, -13.33)
H (-1.49, 19.46, -12.99)
H (-1.60, 18.35, -11.63)
H (-2.65, 18.14, -13.04)
H (0.69, 13.58, -11.36)
H (-1.09, 13.55, -11.83)
H (-0.35, 14.84, -10.74)
O (1.13, 11.33, -9.45)
S (1.64, 10.15, -8.81)
O (2.09, 10.19, -7.45)
O (0.39, 8.98, -8.98)
C (0.35, 7.75, -8.36)
C (-0.37, 7.91, -6.98)
C (2.92, 9.39, -9.95)
H (1.40, 7.49, -8.21)
H (-0.21, 7.01, -8.92)
H (-0.31, 7.00, -6.39)
H (-1.41, 8.19, -7.15)
H (0.15, 8.69, -6.42)
H (2.95, 9.82, -10.95)
H (2.93, 8.30, -9.94)
H (3.86, 9.68, -9.49)
O (9.18, 11.53, -17.40)
S (8.16, 12.17, -18.29)
O (8.52, 12.94, -19.47)
O (7.06, 10.89, -18.72)
C (7.37, 9.53, -18.26)
C (7.09, 9.43, -16.76)
C (7.01, 13.21, -17.25)
H (8.38, 9.20, -18.48)
H (6.60, 8.95, -18.76)
H (7.81, 9.99, -16.17)
H (7.25, 8.45, -16.31)
H (6.14, 9.86, -16.46)
H (7.61, 14.07, -16.92)
H (6.56, 12.67, -16.42)
H (6.22, 13.68, -17.82)
O (-2.40, 12.52, -19.98)
S (-1.77, 11.73, -18.96)
O (-0.90, 12.26, -17.96)
O (-2.95, 10.82, -18.25)
C (-4.08, 10.63, -19.04)
C (-4.79, 9.37, -18.59)
C (-0.83, 10.46, -19.88)
H (-3.81, 10.43, -20.08)
H (-4.70, 11.52, -18.93)
H (-5.86, 9.41, -18.79)
H (-4.61, 8.94, -17.60)
H (-4.62, 8.53, -19.26)
H (-0.10, 11.03, -20.45)
H (-1.57, 10.01, -20.54)
H (-0.28, 9.86, -19.15)
O (-2.12, 11.87, -13.09)
S (-1.71, 11.02, -14.18)
O (-0.92, 11.62, -15.22)
O (-1.04, 9.69, -13.40)
C (-0.21, 8.74, -13.96)
C (0.54, 8.10, -12.83)
C (-3.12, 10.14, -14.94)
H (0.55, 9.16, -14.63)
H (-0.68, 7.98, -14.58)
H (-0.23, 7.54, -12.31)
H (1.04, 8.69, -12.06)
H (1.30, 7.49, -13.31)
H (-3.67, 9.70, -14.11)
H (-2.64, 9.46, -15.65)
H (-3.57, 10.95, -15.51)

## Properties
Lowest unoccupied orbital energy (alpha / beta) in Eh: -0.24744 / -0.42351
Net charge: +2
Frontier orbital gap (alpha / beta) in eV: 7.265 / 2.474
E in Eh: -8667.988714
2S+1: 3